No. 1
# C27H29BrN3O4PdS2Se

C27H29BrN3O4PdS2Se as an isolated structure (ωB97M-V/def2-TZVPD, the OMol25 dataset).

Geometry as XYZ:
```
68
Properties=species:S:1:pos:R:3:forces:R:3
Pd -1.0205 -0.3056 -1.0719 0.29 0.36 -0.41
O -0.2527 1.2725 0.0311 -0.40 -0.02 0.17
S 1.1580 1.7255 0.3521 0.46 0.02 0.23
C 1.9889 0.5271 1.4443 0.01 0.01 -0.04
C 1.2540 0.0564 2.6942 -0.02 0.04 -0.03
C 0.1969 -1.0229 2.4676 -0.19 0.12 -0.11
C 0.7839 -2.3753 2.0617 0.09 -0.15 -0.11
S 0.4515 -2.7867 0.3093 -0.10 -0.18 0.31
O 0.6850 -1.4922 -0.4544 0.01 0.31 -0.21
C 1.9113 -3.7500 -0.0361 -0.11 -0.03 0.11
C 1.9901 -5.0304 0.4948 0.00 -0.02 0.00
C 3.1231 -5.7882 0.2468 -0.01 0.01 0.00
C 4.1487 -5.2697 -0.5335 0.00 -0.04 0.01
C 4.0443 -3.9967 -1.0717 0.02 0.00 -0.01
C 2.9184 -3.2245 -0.8259 -0.04 0.07 -0.02
C 0.8924 3.0266 1.5481 -0.03 -0.04 -0.17
C -0.2868 3.0722 2.2749 -0.06 -0.08 -0.07
C -0.4783 4.1073 3.1757 -0.03 0.01 0.03
C 0.4994 5.0800 3.3385 0.02 0.01 0.01
C 1.6748 5.0226 2.6035 0.01 -0.02 0.00
C 1.8754 3.9918 1.6963 0.01 0.02 -0.04
H 2.9003 1.0717 1.7088 0.00 0.05 -0.03
H 2.2741 -0.2912 0.7829 -0.04 -0.01 -0.01
H 0.7945 0.9140 3.1888 0.01 -0.02 0.02
H 2.0153 -0.3107 3.3895 -0.01 -0.01 -0.02
H -0.5391 -0.6862 1.7357 -0.03 -0.06 0.03
H -0.3783 -1.1647 3.3822 0.08 0.02 0.06
H 0.3276 -3.1877 2.6278 0.01 -0.06 -0.06
H 1.8651 -2.4272 2.1987 0.00 0.03 0.01
H 1.1782 -5.4350 1.0868 -0.02 -0.01 0.01
H 3.2007 -6.7862 0.6539 0.00 -0.02 0.01
H 5.0276 -5.8675 -0.7314 0.02 -0.01 0.00
H 4.8386 -3.6038 -1.6908 0.02 0.01 -0.02
H 2.8066 -2.2367 -1.2516 0.01 0.01 0.00
H -1.0362 2.3058 2.1258 -0.05 -0.01 -0.01
H -1.3880 4.1511 3.7594 -0.02 0.00 0.00
H 0.3451 5.8857 4.0428 0.00 0.02 0.01
H 2.4321 5.7834 2.7292 0.02 0.02 0.00
H 2.7805 3.9511 1.1032 0.03 0.00 -0.02
Br -0.4255 -1.2145 -4.2451 0.00 -0.05 -0.06
C -1.6882 -2.2016 -3.2565 0.00 -0.13 -0.15
C -2.3071 -3.2862 -3.8498 0.04 0.11 0.05
C -3.1606 -4.0565 -3.0739 0.04 0.06 0.08
C -3.3285 -3.7410 -1.7376 0.01 0.03 -0.04
C -2.6908 -2.6308 -1.2120 -0.08 -0.01 0.18
N -1.9061 -1.8561 -1.9861 0.12 -0.04 0.10
C -2.8088 -2.3115 0.3102 0.04 0.28 0.07
O -3.1800 -3.2499 1.0014 -0.08 -0.22 -0.05
O -2.4733 -1.1444 0.6481 -0.01 -0.27 0.03
H -2.1049 -3.5181 -4.8841 0.00 0.01 -0.01
H -3.6618 -4.9101 -3.5087 -0.02 -0.02 -0.01
H -3.9289 -4.3306 -1.0614 -0.01 -0.02 0.01
C -3.3254 3.2916 0.0901 -0.15 -0.06 0.12
N -2.2019 3.5664 -0.7888 0.24 -0.08 -0.22
C -1.3502 4.6415 -0.7146 0.06 0.08 0.01
C -0.4087 4.4754 -1.6728 -0.03 0.00 0.00
N -0.7042 3.2999 -2.3268 -0.16 0.06 0.27
C 0.0812 2.6679 -3.3695 0.13 -0.13 -0.08
C -1.7928 2.7468 -1.7692 -0.04 0.06 -0.08
Se -2.5906 1.1390 -2.2711 -0.11 -0.20 0.11
H -3.3247 4.0349 0.8831 0.00 -0.02 0.01
H -3.2207 2.2887 0.5059 -0.01 0.06 -0.02
H -4.2589 3.3483 -0.4668 0.02 0.00 0.03
H -1.4879 5.4282 0.0042 0.01 0.03 0.02
H 0.4222 5.0934 -1.9588 0.03 0.03 0.01
H 0.8598 3.3576 -3.6838 0.00 0.00 0.01
H -0.5593 2.4195 -4.2135 0.02 -0.01 0.03
H 0.5236 1.7465 -2.9791 -0.03 0.09 -0.08
```
Forces are in eV/Å.

Calculated values
Total charge   +1
Relative energy (zero: lowest compared OMol25 entry of this formula, charge and spin)   0.0 kcal per mole
Frontier orbital gap (alpha / beta)   0.26406 / 0.26406 Ha
E_tot   -201663.5723 eV
HOMO energy (alpha / beta)   -10.2 / -10.2 eV
E_LUMO (alpha / beta)   -3.06 / -3.06 eV
Molar mass   788.96 Da
2S+1   1

These are the Mulliken partial charges, in e, on atoms 1 to 5:
1. Pd 0.485
2. O 0.504
3. S 0.026
4. C -0.329
5. C -1.132

***

No. 2
# C16H18CdCl2O2SSi

C16H18CdCl2O2SSi as an isolated structure (ωB97M-V/def2-TZVPD, the OMol25 dataset).

Geometry as XYZ:
```
41
Properties=species:S:1:pos:R:3:forces:R:3
Cd -0.6900 -0.3892 -0.1286 -0.55 0.05 0.93
Cl -0.2454 2.0841 -1.6598 -0.15 -0.05 -0.46
C -0.1799 2.8451 -0.0673 -0.18 0.34 0.25
Cl 0.8538 1.8729 0.9708 0.35 0.21 0.42
H -1.1887 2.8403 0.3580 0.25 0.05 -0.16
H 0.2417 3.8430 -0.1631 -0.04 -0.16 -0.07
O -8.6969 -1.6779 1.3276 -0.18 -0.06 -0.04
C -8.0510 -0.9490 2.2680 -0.31 0.03 0.21
O -8.6109 -0.6990 3.3048 0.14 -0.14 -0.34
C -6.6731 -0.5020 1.9582 0.57 0.20 -0.05
C -5.9796 0.1717 2.9725 -0.35 -0.18 -0.13
C -4.6955 0.6146 2.7841 0.22 0.00 -0.21
C -4.0354 0.3877 1.5720 -0.44 -0.30 -0.27
S -2.4274 0.9824 1.3934 1.14 0.06 -0.46
C -4.7179 -0.2810 0.5516 0.13 0.04 -0.09
C -6.0170 -0.7076 0.7382 -0.32 -0.11 0.25
H -8.1651 -1.8050 0.5333 0.07 0.06 0.16
H -6.4721 0.3356 3.9178 -0.14 -0.01 0.05
H -4.1688 1.1462 3.5624 -0.01 0.00 0.11
H -4.2196 -0.4469 -0.4020 -0.12 0.04 0.18
H -6.5056 -1.2017 -0.0978 0.03 0.01 0.06
C 0.4890 -1.0606 3.0967 -0.14 -0.11 -0.67
Si 0.5543 -1.9872 1.4160 0.24 -0.86 0.48
C -0.4393 -3.6300 1.5333 0.20 0.72 -0.10
C 2.3716 -2.4642 1.0688 -0.62 0.25 0.04
C 2.7853 -2.8969 -0.1869 -0.19 0.00 -0.09
C 4.0794 -3.3310 -0.4086 0.03 -0.04 -0.15
C 4.9940 -3.3382 0.6305 0.05 0.03 -0.02
C 4.6075 -2.9011 1.8848 0.16 -0.03 0.05
C 3.3098 -2.4721 2.0975 -0.14 0.09 0.11
H 0.5891 -1.7360 3.9414 0.06 -0.28 0.05
H -0.4628 -0.5419 3.2064 -0.07 0.04 -0.04
H 1.2810 -0.3188 3.1781 0.09 0.10 -0.08
H -0.1184 -4.2154 2.3890 0.19 -0.06 0.20
H -0.3028 -4.2416 0.6440 0.05 0.01 -0.13
H -1.5043 -3.4415 1.6519 -0.13 0.08 -0.01
H 2.0721 -2.8983 -1.0021 0.00 0.00 -0.13
H 4.3775 -3.6596 -1.3938 0.02 -0.04 -0.07
H 6.0040 -3.6764 0.4594 0.13 -0.03 -0.01
H 5.3205 -2.8923 2.6974 0.02 -0.02 0.06
H 3.0227 -2.1435 3.0843 -0.03 0.07 0.17
```
Forces are in eV/Å.

Calculated values
Relative energy (zero: lowest compared OMol25 entry of this formula, charge and spin)   10.9 kcal per mole
Frontier orbital gap   0.25296 Ha
E_tot   -69301.7066 eV
HOMO energy   -7.7 eV
E_LUMO   -0.85 eV
Molar mass   485.79 Da
2S+1   1

These are the Mulliken partial charges, in e, on atoms 1 to 5:
1. Cd 0.380
2. Cl -0.158
3. C -0.305
4. Cl -0.094
5. H 0.249

***

No. 3
# C14H20BF8IN5O3STl

C14H20BF8IN5O3STl as an isolated structure (ωB97M-V/def2-TZVPD, the OMol25 dataset).

Geometry as XYZ:
```
54
Properties=species:S:1:pos:R:3:forces:R:3
Tl -1.3722 -0.6149 0.9649 -0.05 0.07 -0.14
F -3.5975 -1.9978 -1.8364 0.02 0.05 -0.01
C -3.8239 -1.0123 -0.8290 -0.03 0.00 0.03
F -4.3823 0.0610 -1.5736 0.03 -0.07 0.01
C -5.0275 -1.5785 -0.0918 0.10 0.07 -0.03
F -4.7050 -2.7272 0.5381 0.02 -0.04 0.03
F -6.1183 -1.8704 -0.8537 -0.07 -0.03 -0.06
F -5.4630 -0.7182 0.8503 -0.01 0.05 0.04
F -1.3655 -3.4624 5.6028 0.00 0.00 -0.04
C -0.5013 -2.6108 6.1803 -0.02 -0.01 0.02
F -1.2287 -1.7361 6.8961 -0.02 0.04 0.00
F 0.2207 -3.3293 7.0636 0.05 -0.01 0.01
S 0.5772 -1.7602 4.9429 -0.04 -0.05 0.00
O 1.2720 -2.8685 4.3211 0.00 -0.03 0.00
O 1.3929 -0.9095 5.7817 0.03 0.03 0.02
O -0.3845 -1.0792 4.1025 0.02 -0.01 0.04
B 0.6214 4.3589 0.3138 -0.03 -0.06 0.01
C -0.2116 3.0240 0.5644 0.03 0.02 -0.05
N -0.7859 2.0328 0.7262 -0.02 0.01 0.06
H 1.8012 4.0711 0.4243 0.01 0.01 -0.01
H 0.2953 5.1838 1.1471 0.00 0.00 0.00
H 0.3715 4.7504 -0.8130 0.01 0.01 -0.01
C 1.9079 0.0382 -3.9408 0.03 -0.01 -0.05
N 1.0806 0.5909 -2.8874 -0.04 -0.07 -0.01
C 1.7277 0.5579 -1.5891 -0.02 0.06 0.03
C -0.2729 0.2598 -2.8998 -0.08 0.11 0.05
N -0.8582 -0.1618 -1.8496 0.25 -0.12 0.03
N -0.8768 0.4440 -4.1526 -0.03 -0.03 -0.01
C -0.6516 1.7171 -4.8152 -0.03 0.07 -0.01
C -2.2418 -0.0283 -4.2830 -0.01 0.00 0.01
H 2.1946 -1.0024 -3.7235 0.00 0.01 0.00
H 2.8238 0.6268 -4.0281 0.00 0.00 0.01
H 1.3884 0.0542 -4.8962 0.01 0.00 0.04
H 2.6923 1.0622 -1.6722 0.00 0.00 0.01
H 1.8854 -0.4680 -1.2419 0.02 -0.05 0.03
H 1.1190 1.0725 -0.8518 -0.01 0.00 -0.01
H -1.8651 -0.2280 -1.9429 -0.09 0.01 -0.06
H 0.3176 2.1191 -4.5344 -0.01 0.00 -0.02
H -1.4157 2.4533 -4.5316 0.01 -0.01 0.01
H -0.6879 1.5900 -5.9014 -0.01 -0.02 0.01
H -2.3351 -1.0387 -3.8905 0.00 -0.02 0.00
H -2.5040 -0.0352 -5.3432 0.00 0.00 0.01
H -2.9639 0.5996 -3.7475 -0.01 0.03 0.00
I 3.3789 2.0661 4.5315 0.01 0.00 0.02
C 3.0144 0.4789 3.2364 -0.05 0.02 -0.05
C 3.8332 -0.6349 3.2358 0.02 0.01 0.03
C 3.5333 -1.6631 2.3605 -0.03 -0.04 0.00
C 2.4278 -1.5305 1.5380 0.00 0.01 -0.01
N 1.6457 -0.4575 1.5351 0.02 -0.01 -0.02
C 1.9272 0.5340 2.3746 0.01 0.04 0.04
H 4.6668 -0.7079 3.9211 0.00 0.00 0.00
H 4.1177 -2.5733 2.3473 0.00 0.01 0.01
H 2.1452 -2.3298 0.8603 0.00 0.00 0.00
H 1.2602 1.3884 2.3598 0.00 0.00 -0.02
```
Forces are in eV/Å.

Calculated values
Total charge   -2
Relative energy (zero: lowest compared OMol25 entry of this formula, charge and spin)   13.4 kcal per mole
Frontier orbital gap   0.23656 Ha
E_tot   -74483.2600 eV
HOMO energy   -2.5 eV
E_LUMO   3.95 eV
Molar mass   832.50 Da
2S+1   1

These are the Mulliken partial charges, in e, on atoms 1 to 5:
1. Tl 0.976
2. F -0.331
3. C -0.392
4. F -0.341
5. C 0.802